Below is a structure of composition C10H10I3N, with properties calculated with the ωB97M-V functional and the def2-TZVPD basis.

XYZ file:
```
24
Properties=species:S:1:pos:R:3:lowdin_spin:R:1
C -1.581 -1.227 -1.457 0.005
C -0.927 -0.809 -0.225 0.001
C -0.836 -0.942 -2.525 0.000
C 0.225 -0.182 -0.579 0.006
C 2.776 0.021 1.958 0.023
C -2.201 2.383 0.711 0.013
C 1.589 0.043 1.494 0.009
C -1.025 2.367 1.278 0.006
C 1.131 0.716 0.237 0.025
C 0.633 2.204 0.448 0.415
N 0.232 -0.192 -2.017 0.023
I -0.929 2.694 3.410 0.027
I 2.061 3.361 1.599 0.230
I 0.334 3.277 -1.541 1.199
H -2.532 -1.659 -1.513 0.000
H -1.204 -1.082 0.790 0.000
H -1.172 -0.760 -3.545 0.000
H 3.008 -0.546 2.843 0.001
H 3.558 0.255 1.196 0.002
H -3.118 2.560 1.190 0.001
H -2.406 2.220 -0.396 0.007
H 0.832 -0.065 2.275 0.000
H 2.171 0.821 -0.386 0.003
H 0.930 0.143 -2.692 0.002
```

For the relative energy (zero: lowest compared OMol25 entry of this formula, charge and spin), the calculation gives 0.00 kcal per mole. As for the frontier orbital gap (spin up / spin down): 6.429 / 5.076 eV. The max |F| is 5.0 eV/Å. As for the spin multiplicity: 3. The value obtained for the total energy is -1334.6173 hartree. For the highest occupied orbital energy (spin up / spin down), the calculation gives -6.28 / -8.73 eV.



Below is an isolated molecule of C3H7NO, with properties calculated with the ωB97M-V functional and the def2-TZVPD basis.

XYZ file:
```
12
Properties=species:S:1:pos:R:3:lowdin_charge:R:1
C 1.950 0.090 0.502 -0.081
O 0.756 -0.544 0.056 -0.092
C -0.397 0.077 0.372 -0.520
C -1.545 -0.568 -0.360 -0.009
N -0.419 1.060 1.174 0.141
H 2.136 0.983 -0.106 0.093
H 1.873 0.389 1.549 0.079
H 2.750 -0.637 0.355 0.088
H -1.254 -0.746 -1.398 0.084
H -2.430 0.073 -0.337 0.078
H -1.792 -1.536 0.086 0.086
H -1.371 1.394 1.302 0.053
```

For the relative energy (zero: lowest compared OMol25 entry of this formula, charge and spin), the calculation gives 22.32 kcal per mole. As for the frontier orbital gap: 11.043 eV. The max |F| is 0.3 eV/Å. The value obtained for the total energy is -248.4909 hartree. For the highest occupied orbital energy, the calculation gives -10.01 eV.



Below is a structure of composition CH6FN4, with properties calculated with the ωB97M-V functional and the def2-TZVPD basis.

XYZ file:
```
12
Properties=species:S:1:pos:R:3:lowdin_charge:R:1
C -0.314 -0.702 0.598 -0.237
N -2.428 0.513 0.060 0.052
N -1.271 0.765 -0.134 0.018
N 1.024 -0.328 0.680 0.012
N 1.411 0.265 -0.582 0.190
F -0.380 -1.655 -0.440 -0.019
H -0.767 -1.158 1.520 0.168
H -3.015 1.227 -0.391 0.092
H 1.299 -0.017 1.571 0.139
H 2.040 -0.281 -1.194 0.184
H 1.890 1.158 -0.424 0.186
H 0.511 0.214 -1.263 0.215
```

For the relative energy (zero: lowest compared OMol25 entry of this formula, charge and spin), the calculation gives 41.31 kcal per mole. As for the frontier orbital gap: 9.037 eV. The max |F| is 3.5 eV/Å. Its total charge is +1. The value obtained for the total energy is -360.1764 hartree. For the highest occupied orbital energy, the calculation gives -13.12 eV.



Below is a cluster of 2 separate species, C5H9ClO in total, with properties calculated with the ωB97M-V functional and the def2-TZVPD basis.

XYZ file:
```
16
Properties=species:S:1:pos:R:3:lowdin_charge:R:1
C -0.942 0.502 0.242 0.024
C -3.525 -0.180 0.871 -0.489
C 0.211 0.058 -0.220 -0.312
C 1.459 0.963 -0.404 -0.035
C 0.348 -1.330 -0.837 -0.235
O 0.071 -2.392 0.079 -0.089
Cl -4.400 0.296 -0.483 0.554
H -1.033 1.581 0.413 0.074
H -2.015 0.010 0.418 -0.034
H -3.481 0.645 1.637 -0.019
H 1.779 0.952 -1.404 0.061
H 2.271 0.403 -0.030 0.066
H 1.347 1.976 -0.113 0.069
H 1.389 -1.548 -1.077 0.104
H -0.276 -1.361 -1.825 0.152
H -0.281 -2.035 0.942 0.110
```

For the relative energy (zero: lowest compared OMol25 entry of this formula, charge and spin), the calculation gives 141.93 kcal per mole. As for the frontier orbital gap: 7.915 eV. The max |F| is 2.8 eV/Å. The value obtained for the total energy is -731.1297 hartree. For the highest occupied orbital energy, the calculation gives -8.91 eV.